1.
The ion C9H12N with charge +1 at a distorted geometry, computed with wB97M-V/def2-TZVPD.

The geometry in ORCA input format:
```
! wB97M-V def2-TZVPD RIJCOSX def2/J DEFGRID3
* xyz 1 1
N -0.4848 1.7385 0.4122
C 2.4869 -0.2820 0.9830
C 1.5070 -0.0131 -0.1019
C 1.5201 0.9363 -1.3269
C -2.2395 -1.4982 -0.9152
C -3.1056 0.1918 0.7293
C 0.3404 0.8004 -0.4664
C -2.1190 -0.3343 -0.1300
C 1.9839 -1.4376 0.0960
C -1.0284 0.5758 -0.3053
H -2.8877 0.8677 1.5632
H 2.2643 1.7686 -1.0369
H 2.7365 -1.9492 -0.5060
H -0.3283 1.6657 1.4415
H -4.2202 -0.0279 0.5908
H -1.7846 -1.7156 -1.8103
H -0.7274 2.6690 -0.0045
H -2.6600 -2.3796 -0.4684
H 1.4119 -2.1087 0.5390
H 2.1858 -0.1701 1.9341
H 3.5108 0.2414 1.0199
H 1.6380 0.4613 -2.2374
*
```

energy relative to the best compared isomer or geometry (same formula, charge and spin)	171.39	kcal per mole
HOMO-LUMO gap (alpha / beta)	6.884 / 7.072	eV
max |F|	4.58	eV/A

These are the Mulliken partial charges, in e, on atoms 1 to 6:
1. N -0.261
2. C -0.605
3. C 0.376
4. C -0.907
5. C -1.058
6. C -0.891

***

2.
A structure of composition C9H12N at a distorted geometry, computed with wB97M-V/def2-TZVPD.

The geometry in ORCA input format:
```
! wB97M-V def2-TZVPD RIJCOSX def2/J DEFGRID3
* xyz 1 3
N -0.0072 2.1691 -1.0484
C -1.5140 -0.1769 -0.9005
C 0.4175 -0.5001 0.2135
C -1.5436 -1.6323 -0.5819
C 1.2354 2.7371 -0.7008
C 1.1973 -2.0253 2.1895
C -1.0105 2.6266 -1.7266
C 0.1294 -1.2901 1.4235
C -0.1277 -1.9115 0.0195
C -0.3169 0.3200 -0.6586
H 1.1662 3.7489 -0.6446
H -0.7255 -1.0273 2.0259
H 1.8525 -2.3383 1.4555
H 0.9036 -3.0059 2.5985
H 0.3676 -2.7860 -0.1362
H -1.2006 3.6115 -2.0147
H 2.0364 2.3830 -1.4582
H 1.7520 -1.2745 2.9725
H -2.5717 -2.0110 -0.0505
H 1.6055 2.4372 0.2591
H -1.6789 -2.1210 -1.6019
H -1.9667 2.0668 -1.6346
*
```

energy relative to the best compared isomer or geometry (same formula, charge and spin)	29.85	kcal per mole
HOMO-LUMO gap (alpha / beta)	7.347 / 7.400	eV
max |F|	5.62	eV/A
⟨S²⟩	2.04

These are the Mulliken partial charges, in e, on atoms 1 to 6:
1. N 0.017
2. C -0.634
3. C 0.266
4. C -0.687
5. C -0.895
6. C -1.369

***

3.
A cluster of 2 separate species, C9H12N2 in total at a distorted geometry, computed with wB97M-V/def2-TZVPD.

The geometry in ORCA input format:
```
! wB97M-V def2-TZVPD RIJCOSX def2/J DEFGRID3
* xyz 2 1
N -2.0448 0.5271 -0.4665
N -0.5999 -2.8596 0.8311
C 2.6993 -0.1839 -1.0027
C 3.1175 0.7654 -0.0826
C 1.6936 -1.1521 -0.7208
C -2.7314 -0.2779 0.1799
C 0.9066 -0.9125 0.4312
C -2.3902 1.8196 -0.8064
C 0.0652 -1.9291 0.6385
C 2.4017 0.9394 1.0971
C 1.3497 0.0058 1.4156
H 1.3909 -1.8419 -1.4442
H 3.7809 1.5889 -0.3933
H 3.0975 -0.1743 -1.9217
H -3.6872 0.0856 0.3581
H -1.1095 0.3677 -0.7971
H 0.5602 0.1722 2.1419
H -0.8731 -3.7748 1.1505
H -2.5730 -1.3128 0.5763
H -1.5486 2.2950 -1.2234
H -2.9890 2.4543 -0.0583
H -3.0593 1.6227 -1.6987
H 2.5429 1.7750 1.7956
*
```

energy relative to the best compared isomer or geometry (same formula, charge and spin)	0.00	kcal per mole
HOMO-LUMO gap	8.682	eV
max |F|	5.20	eV/A

These are the Mulliken partial charges, in e, on atoms 1 to 6:
1. N 0.041
2. N -0.136
3. C -0.491
4. C -0.391
5. C -0.550
6. C -0.003

***

4.
The ion C9H12N2 with charge +2 at a distorted geometry, computed with wB97M-V/def2-TZVPD.

The geometry in ORCA input format:
```
! wB97M-V def2-TZVPD RIJCOSX def2/J DEFGRID3
* xyz 2 1
N -1.7674 0.3340 1.8294
N 1.1015 0.8759 0.0011
C -2.3514 -0.0404 0.7254
C -0.7158 1.2551 1.7690
C -2.2883 0.1727 3.2156
C -0.6459 -0.7496 -0.7288
C 2.1999 0.5931 -2.4025
C 0.6130 -0.1606 -0.7000
C -2.0353 -0.2432 -0.5010
C 1.5727 -0.6183 -1.7826
C 0.4548 1.5024 0.9990
H 0.9977 -1.2261 -2.4426
H -0.7178 1.8795 2.6770
H -1.9953 -0.8381 3.6271
H 2.5241 1.3282 -1.6598
H 2.4997 -1.2235 -1.3563
H 1.0990 2.2574 1.4319
H -3.3908 0.1254 3.0742
H 3.1196 0.3574 -3.0106
H 1.4170 1.1809 -2.9188
H -0.5185 -1.8585 -1.0663
H -1.8324 0.8791 3.8858
H -2.6508 -0.4866 -1.4144
*
```

energy relative to the best compared isomer or geometry (same formula, charge and spin)	121.43	kcal per mole
HOMO-LUMO gap (alpha / beta)	6.576 / 6.627	eV
max |F|	3.99	eV/A

These are the Mulliken partial charges, in e, on atoms 1 to 6:
1. N 0.079
2. N -0.298
3. C 0.484
4. C 0.003
5. C -0.726
6. C -0.390

***

What did the first record say?
The ion C9H12N with charge +1 at a distorted geometry, computed with wB97M-V/def2-TZVPD.

The geometry in ORCA input format:
```
! wB97M-V def2-TZVPD RIJCOSX def2/J DEFGRID3
* xyz 1 1
N -0.4848 1.7385 0.4122
C 2.4869 -0.2820 0.9830
C 1.5070 -0.0131 -0.1019
C 1.5201 0.9363 -1.3269
C -2.2395 -1.4982 -0.9152
C -3.1056 0.1918 0.7293
C 0.3404 0.8004 -0.4664
C -2.1190 -0.3343 -0.1300
C 1.9839 -1.4376 0.0960
C -1.0284 0.5758 -0.3053
H -2.8877 0.8677 1.5632
H 2.2643 1.7686 -1.0369
H 2.7365 -1.9492 -0.5060
H -0.3283 1.6657 1.4415
H -4.2202 -0.0279 0.5908
H -1.7846 -1.7156 -1.8103
H -0.7274 2.6690 -0.0045
H -2.6600 -2.3796 -0.4684
H 1.4119 -2.1087 0.5390
H 2.1858 -0.1701 1.9341
H 3.5108 0.2414 1.0199
H 1.6380 0.4613 -2.2374
*
```

energy relative to the best compared isomer or geometry (same formula, charge and spin)	171.39	kcal per mole
HOMO-LUMO gap (alpha / beta)	6.884 / 7.072	eV
max |F|	4.58	eV/A

These are the Mulliken partial charges, in e, on atoms 1 to 6:
1. N -0.261
2. C -0.605
3. C 0.376
4. C -0.907
5. C -1.058
6. C -0.891